[1]
Entry from OMol25: a structure of composition C44H44F24Na5O24 (ωB97M-V with the def2-TZVPD basis set).

```
! wB97M-V def2-TZVPD RIJCOSX def2/J DEFGRID3
* xyz 1 1
Na -2.90631 4.86320 0.98106
Na -2.93601 -0.92728 -3.18277
Na -3.61114 -2.68999 2.85845
Na -2.20001 -3.48749 0.06535
Na -1.96048 -3.56694 6.29404
C -3.64888 0.51892 1.30472
C -3.36593 -0.58280 0.56248
C -2.53146 -0.44738 -0.67473
O -2.09405 -1.54714 -1.19404
C -2.32468 0.86856 -1.19425
C -2.63912 2.05386 -0.41594
C -3.47126 1.83144 0.94310
O -3.92223 2.81633 1.46760
O -2.29899 3.19921 -0.75723
O -3.70834 -1.75591 0.91571
H -4.33253 0.37952 2.20038
H -1.64333 0.79022 -2.05032
C -0.92597 -6.08753 2.23556
C -0.72454 -7.21236 3.04663
C -1.13528 -7.12894 4.50188
O -0.59655 -7.74888 5.37607
C -2.11036 -6.08923 4.86905
C -2.27046 -5.00161 4.05140
C -1.66379 -5.00639 2.70937
O -1.88876 -3.90442 2.05586
O -2.93444 -3.94011 4.46161
O -0.24263 -8.27921 2.65055
H -0.59858 -6.00675 1.21421
H -2.53821 -6.27494 5.88836
C -0.16405 1.66996 3.37260
C 1.09090 2.34684 2.89756
O 0.96770 3.79167 3.06714
C -0.00713 4.40255 2.44782
O -0.81086 3.97042 1.69043
C -0.11529 5.88846 2.71435
F -1.01259 5.98934 3.74186
F 0.98031 6.46848 3.20330
F -0.51975 6.55124 1.61673
H -0.99498 1.92909 2.70390
H -0.40035 1.99360 4.39495
H -0.08061 0.55346 3.38772
H 1.35882 2.26989 1.86537
H 1.89539 2.01571 3.51114
C 0.74785 -0.39691 -0.19865
C 1.15575 0.06588 -1.62371
O 2.58440 0.10000 -1.77686
C 3.36992 0.77380 -1.00935
O 3.00139 1.53588 -0.12901
C 4.79749 0.72578 -1.62887
F 4.72654 1.04899 -2.93582
F 5.73374 1.56955 -1.02283
F 5.37551 -0.50679 -1.54991
H 1.46871 0.11244 0.37961
H 0.67703 -1.48926 -0.04460
H -0.19728 0.00252 0.14563
H 0.75750 1.09120 -1.78228
H 0.74624 -0.58359 -2.37538
C 3.82521 4.61721 -3.10543
C 3.83361 5.21070 -1.70649
O 3.22227 6.61082 -1.71395
C 2.23428 6.83712 -0.82188
O 1.87464 6.04340 0.02506
C 1.73883 8.27611 -0.92267
F 1.79764 8.84833 0.30184
F 2.39718 9.07020 -1.73407
F 0.48816 8.24844 -1.28476
H 4.20759 3.61824 -3.11068
H 4.45996 5.24312 -3.74462
H 2.84249 4.63972 -3.53290
H 4.88419 5.40910 -1.40087
H 3.28556 4.60755 -0.95105
C 2.26112 -2.73978 -3.97284
C 1.01344 -2.94415 -3.14603
O 0.43692 -4.24194 -3.42840
C -0.28697 -4.76723 -2.46981
O -0.41860 -4.40227 -1.32892
C -1.10012 -6.00160 -2.95927
F -0.33980 -6.69197 -3.73387
F -1.54871 -6.67325 -1.92570
F -2.30037 -5.55492 -3.57762
H 2.63048 -1.76054 -3.69160
H 2.02394 -2.68603 -5.02243
H 3.00697 -3.50008 -3.82054
H 0.23367 -2.19200 -3.24698
H 1.33185 -2.91647 -2.08141
C 0.31096 1.52709 -6.86534
C -0.47935 2.12575 -5.72369
O -1.90988 2.08142 -6.08309
C -2.62427 1.09402 -5.64503
O -2.31069 0.23549 -4.88493
C -4.01433 0.90390 -6.35983
F -4.37010 1.97590 -7.01954
F -3.80907 -0.08991 -7.28602
F -4.97480 0.56269 -5.51312
H -0.14433 0.48835 -6.99437
H 1.34890 1.36550 -6.60546
H 0.22006 2.14985 -7.71707
H -0.15363 3.17822 -5.60654
H -0.38839 1.56301 -4.75425
C 2.98621 -3.68066 3.77512
C 2.38232 -3.88722 5.17873
O 2.41175 -2.52988 5.83089
C 1.30336 -2.03896 6.34064
O 0.17508 -2.46229 6.36952
C 1.56433 -0.52483 6.79008
F 0.97368 -0.22881 7.95912
F 2.84656 -0.29598 6.94353
F 1.04282 0.32056 5.83398
H 4.10594 -3.83603 3.77705
H 2.86145 -2.64894 3.41819
H 2.47122 -4.34834 3.10391
H 2.80724 -4.59710 5.88848
H 1.34666 -4.26155 4.97357
C 2.92082 -9.22943 1.59782
C 3.31861 -7.98408 2.35357
O 3.17025 -6.77831 1.54446
C 4.19877 -6.38807 0.79010
O 5.29478 -6.83863 0.79345
C 3.70831 -5.28308 -0.26369
F 3.39593 -4.12139 0.45042
F 4.55897 -4.88228 -1.18389
F 2.58403 -5.68972 -0.87912
H 2.36577 -9.89419 2.24315
H 3.89045 -9.64465 1.28497
H 2.40551 -9.10999 0.64885
H 4.38384 -8.01632 2.64956
H 2.76674 -7.70756 3.23149
C -6.98671 7.47865 0.33458
C -6.57206 7.13136 -1.00540
O -5.32806 7.64211 -1.65988
C -4.20588 7.29741 -1.09988
O -4.10063 6.56287 -0.10525
C -2.94095 7.75746 -1.81682
F -3.23059 7.99856 -3.11067
F -2.36142 8.77004 -1.21205
F -2.02454 6.75046 -1.90968
H -6.47190 6.85889 1.04080
H -8.08608 7.35193 0.36194
H -6.79076 8.55991 0.50956
H -7.28334 7.46722 -1.77512
H -6.50293 6.06555 -1.07693
*
```

Computed properties:
E_tot: -182785.4324 eV
M: 1527.71 g mol⁻¹
Kohn-Sham gap: 6.5 eV
LUMO energy: -2.66 eV

Results of the Löwdin charge analysis, in e, for atoms 1 through 2: atom 1 (Na): 0.52, atom 2 (Na): 0.62

[2]
Entry from OMol25: a cluster of 4 separate species, C32H32FN3O6 in total (ωB97M-V with the def2-TZVPD basis set).

```
! wB97M-V def2-TZVPD RIJCOSX def2/J DEFGRID3
* xyz 0 1
O 4.59184 -5.08192 1.17654
C 3.84618 -4.67288 0.34185
F 4.27506 -4.67119 -0.97010
C 2.44571 -4.16532 0.81604
C 1.66551 -3.31025 -0.24998
C 0.59813 -4.02896 -1.00736
C -0.18072 -3.26375 -1.97896
C 0.06061 -1.81194 -2.22822
C -0.90967 -1.14680 -3.28185
O -2.22145 -1.76148 -3.22553
C -2.92556 -1.42366 -2.05269
O -3.32028 -0.05190 -2.00003
C -3.38306 0.43270 -0.66303
C -4.28875 -0.41133 0.31259
O -5.58004 -0.74493 -0.23195
C 1.14480 -1.10239 -1.51343
C 1.94810 -1.88443 -0.51009
C 3.08722 -1.14525 0.24862
O 3.95815 -1.71532 0.88318
C 3.19585 0.41846 0.18501
C 4.11754 1.11165 1.09770
C 4.26870 2.57844 1.02182
C 3.48814 3.34477 0.02306
C 2.55742 2.65029 -0.87501
C 2.41146 1.18348 -0.79931
C 1.45993 0.39678 -1.78083
O 1.04965 1.02557 -2.74060
H 1.76047 -5.00813 1.12504
H 2.58586 -3.52825 1.73633
H 0.38641 -5.11986 -0.84899
H -0.99000 -3.77804 -2.56347
H -0.52624 -1.36952 -4.32161
H -1.05053 -0.04689 -3.13344
H -3.88723 -2.02551 -2.08117
H -2.40450 -1.75475 -1.09721
H -2.33973 0.50362 -0.22173
H -3.77978 1.49231 -0.64471
H -3.75406 -1.38756 0.52355
H -4.39951 0.10300 1.31715
H -5.74017 -1.66934 0.03295
H 4.72482 0.57398 1.86390
H 4.98837 3.09111 1.70710
H 3.66952 4.44734 -0.00582
H 1.97657 3.22973 -1.62831
C 8.26203 0.88105 1.85161
C 7.58072 -0.33978 2.09446
C 8.20451 -0.95300 3.15005
N 9.23942 -0.15162 3.55140
C 9.27805 0.97070 2.76843
H 8.03240 1.61158 1.09118
H 6.72824 -0.72527 1.55559
H 8.00329 -1.88786 3.64825
H 9.87258 -0.35553 4.30498
H 10.02387 1.73247 2.93026
C -1.91363 4.14612 1.83247
C -0.64201 4.65674 2.19195
C 0.30084 3.91014 1.53183
N -0.35358 2.96405 0.79051
C -1.70416 3.10586 0.96496
H -2.87463 4.50189 2.17038
H -0.43956 5.48006 2.85925
H 1.37663 3.96925 1.52643
H 0.08937 2.27359 0.20776
H -2.39531 2.45670 0.46022
C -8.76624 0.58884 -2.20497
C -8.43556 0.00700 -0.95348
C -9.60309 -0.12436 -0.24498
N -10.62481 0.36008 -1.01912
C -10.12297 0.79173 -2.21714
H -8.08576 0.83041 -3.00673
H -7.45072 -0.28318 -0.61190
H -9.79544 -0.51810 0.74051
H -11.59242 0.39278 -0.74953
H -10.77274 1.20594 -2.97162
*
```

Computed properties:
E_tot: -53171.1991 eV
M: 573.62 g mol⁻¹
SMILES: O=C(F)Cc1ccc(COCOCCO)c2c1C(=O)c1ccccc1C2=O.c1cc[nH]c1.c1cc[nH]c1.c1cc[nH]c1
Kohn-Sham gap: 6.5 eV
LUMO energy: -1.47 eV

Results of the Löwdin charge analysis, in e, for atoms 1 through 2: atom 1 (O): 0.14, atom 2 (C): -0.41